A single C5H11F molecule. Source: OMol25; level of theory: ωB97M-V with the def2-TZVPD basis set.

Each line ends with the Mulliken charge.
Cartesian coordinates (Å):
1 C 0.6416 1.8656 -0.6942  -1.085
2 C 0.9919 0.5057 -0.1570  -0.675
3 C -0.2341 -0.2548 0.3574  1.558
4 C 0.0797 -1.5403 1.1248  -1.574
5 C -1.2453 -0.5708 -0.6623  -1.476
6 H 1.6060 2.1565 -1.1778  0.335
7 H 0.5731 2.5441 0.1825  0.242
8 H -0.2929 1.8116 -1.1923  0.385
9 H 1.8125 0.5636 0.6250  0.347
10 H 1.3501 -0.0914 -1.0071  0.315
11 H 0.5978 -2.2021 0.3268  0.338
12 H 0.8665 -1.4331 1.9157  0.362
13 H -0.8894 -2.0361 1.5346  0.339
14 H -1.1707 -0.0127 -1.5648  0.377
15 H -2.3464 -0.3294 -0.1930  0.268
16 H -1.3439 -1.6820 -0.7160  0.375
17 F -0.9964 0.7055 1.2978  -0.428

## Properties
* charge: 0
* HOMO level: -11.324 eV
* E_LUMO: 0.9 eV
* SMILES: CCC(C)(C)F
* spin multiplicity: 1

---

A 2-piece molecular cluster, C5H11F2NO3P overall. Source: OMol25; level of theory: ωB97M-V with the def2-TZVPD basis set.

Each line ends with the Mulliken charge.
Cartesian coordinates (Å):
1 C -1.2583 -1.4121 1.5431  -1.304
2 C -0.6944 0.9086 -1.4825  -1.426
3 C -0.7205 -0.9811 0.2141  -0.024
4 C -0.5843 0.5332 0.0553  -0.270
5 C 1.4455 0.8741 0.4995  0.519
6 N 3.3466 -1.5198 0.6757  -0.438
7 O 3.2612 1.6335 -1.4565  -0.784
8 O 1.9616 -0.6838 -1.7055  -0.738
9 O 3.7057 -0.2638 0.1237  -0.318
10 F 1.3173 2.1000 0.9809  -0.306
11 F 1.4674 0.1235 1.6584  -0.272
12 P 2.5349 0.4581 -0.8839  0.877
13 H -1.3192 -2.5685 1.4780  0.286
14 H -0.4969 -1.1560 2.2794  0.278
15 H -2.1442 -0.9226 1.8334  0.410
16 H -0.1379 1.8836 -1.4901  0.293
17 H -1.7546 1.2236 -1.7376  0.338
18 H -0.1608 0.0879 -1.9269  0.474
19 H 0.3789 -1.3641 0.2060  -0.148
20 H -1.2584 -1.2425 -0.6443  0.590
21 H -1.0293 1.2637 0.7789  0.512
22 H 2.6144 -1.8379 0.0693  0.193
23 H 4.1936 -2.1231 0.4494  0.257

## Properties
* charge: -1
* HOMO level: -4.673 eV
* E_LUMO: 3.7 eV
* spin multiplicity: 1

---

C5H11F2P2 as an isolated structure. Source: OMol25; level of theory: ωB97M-V with the def2-TZVPD basis set.

Each line ends with the Mulliken charge.
Cartesian coordinates (Å):
1 C 3.8363 -1.3275 0.5873  -0.292
2 C -1.3057 1.4562 -1.3177  -1.256
3 C -0.4701 -1.4396 0.0345  -0.987
4 C -1.2694 1.0632 0.1669  -0.460
5 C -0.2814 -0.0456 0.5536  -0.010
6 F 2.2676 0.9502 1.4266  -0.229
7 F 1.7277 2.0087 -0.6789  -0.221
8 P 4.0400 -0.0588 -0.5187  0.117
9 P 1.8382 0.5291 -0.1086  0.673
10 H 4.6612 -2.0171 0.7855  0.336
11 H 2.7818 -1.6607 0.9529  0.101
12 H -1.3959 0.5617 -1.9015  0.348
13 H -2.1408 2.1515 -1.4555  0.360
14 H -0.5193 2.0393 -1.5511  0.393
15 H -0.7190 -1.4512 -1.0468  0.301
16 H 0.3577 -2.1651 0.3052  0.335
17 H -1.4463 -1.7774 0.4980  0.364
18 H -2.3677 0.7833 0.4024  0.366
19 H -1.1868 2.0442 0.7002  0.301
20 H 0.1154 -0.0065 1.5510  0.460

## Properties
* charge: +1
* HOMO level: -14.335 eV
* E_LUMO: -5.9 eV
* spin multiplicity: 1

---

A 2-piece molecular cluster, C5H11FN overall. Source: OMol25; level of theory: ωB97M-V with the def2-TZVPD basis set.

Each line ends with the Mulliken charge.
Cartesian coordinates (Å):
1 C 0.2310 -0.1752 1.1926  0.155
2 C 0.4871 -1.4263 1.0134  0.676
3 C 0.1349 0.9310 2.0995  -1.198
4 C 0.1713 -2.2343 -0.2317  -1.194
5 C -1.0820 1.0940 -1.0303  -0.748
6 N 0.0800 1.4093 -1.9550  -0.347
7 F 0.9325 -2.2556 1.9690  -0.243
8 H -0.9177 1.3610 2.1611  0.302
9 H 1.0021 1.6175 2.1609  0.314
10 H 0.2877 0.5811 3.0940  0.405
11 H -0.5807 -2.9637 -0.0240  0.325
12 H 0.1022 -1.7513 -1.1161  0.290
13 H 0.8939 -2.9456 -0.5346  0.423
14 H -1.5071 0.2133 -1.4888  0.378
15 H -1.5341 2.0195 -0.6952  0.365
16 H 0.9693 0.9065 -1.7494  0.378
17 H 0.3262 2.3732 -1.8827  0.349
18 H 0.0034 1.2458 -2.9827  0.369

## Properties
* charge: +1
* HOMO level (alpha / beta): -12.597 / -13.154 eV
* E_LUMO (alpha / beta): -5.3 / -4.2 eV
* spin multiplicity: 1

---

A 2-piece molecular cluster, C5H11FN2S overall. Source: OMol25; level of theory: ωB97M-V with the def2-TZVPD basis set.

Each line ends with the Mulliken charge.
Cartesian coordinates (Å):
1 C -1.2713 0.9422 0.1154  1.076
2 C -2.0667 0.0130 -0.7954  -0.743
3 C 1.4059 -0.9001 -0.2503  -0.066
4 C 2.6671 -0.2333 -0.6687  -0.577
5 C 2.4602 -0.6575 0.7698  -0.588
6 H -1.3323 -0.4170 1.6655  0.199
7 H -0.4418 1.0339 1.9552  0.275
8 H -0.9705 2.2112 -1.2564  0.223
9 H -1.3711 -0.6843 -1.2743  0.222
10 H -2.5263 0.6049 -1.5887  0.387
11 H -4.0752 -0.0636 0.4964  0.143
12 H 1.1830 -1.9117 -0.5806  0.379
13 H 3.3682 -0.7835 -1.2906  0.242
14 H 2.6040 0.8301 -0.8785  0.253
15 H 3.0152 -1.5061 1.1590  0.229
16 H 2.2627 0.1317 1.4896  0.226
17 N -1.1355 0.5395 1.4154  -0.546
18 N -0.7331 2.0309 -0.2812  -0.938
19 F 0.2736 -0.1298 -0.1863  -0.143
20 S -3.3161 -1.0505 -0.0153  -0.255

## Properties
* charge: 0
* HOMO level: -8.628 eV
* E_LUMO: 0.8 eV
* SMILES: [H]/N=C(/N)CS.FC1CC1
* spin multiplicity: 1

---

A 2-piece molecular cluster, C5H11FNO overall. Source: OMol25; level of theory: ωB97M-V with the def2-TZVPD basis set.

Each line ends with the Mulliken charge.
Cartesian coordinates (Å):
1 C -1.7772 -0.0506 -0.5192  -0.667
2 C -1.3324 1.3351 -0.0164  -0.673
3 C -0.6206 -0.8806 -1.0582  -0.503
4 C -0.3311 1.1795 1.0639  -0.480
5 C 0.5462 -0.8283 -0.1579  -0.207
6 N 0.5634 0.0253 0.8123  -0.018
7 O 3.6926 -0.5283 -0.9485  -0.220
8 F 3.4018 -1.5027 -0.0370  -0.130
9 H -2.2288 -0.5445 0.3834  0.308
10 H -2.5504 0.0392 -1.3083  0.323
11 H -0.9479 1.8487 -0.8027  0.389
12 H -2.2357 1.8136 0.3847  0.329
13 H -0.8614 -1.9141 -1.2719  0.370
14 H -0.1939 -0.3106 -1.9058  0.255
15 H 0.3174 2.1648 0.9662  0.266
16 H -0.7474 1.1598 2.0502  0.405
17 H 1.3437 -1.5704 -0.2003  0.568
18 H 4.4683 -0.1651 -0.5567  0.350
19 H 1.1962 -0.2020 1.6437  0.336

## Properties
* charge: +1
* HOMO level: -15.473 eV
* E_LUMO: -4.2 eV
* spin multiplicity: 1

---

A 2-piece molecular cluster, C5H11FO2S overall. Source: OMol25; level of theory: ωB97M-V with the def2-TZVPD basis set.

Each line ends with the Mulliken charge.
Cartesian coordinates (Å):
1 C -1.8679 -1.4294 0.0305  -0.894
2 C 0.1339 -0.4868 1.0727  -1.062
3 C -1.7715 1.0290 -0.0329  -1.060
4 C 3.2730 -0.7763 -1.4777  -0.231
5 C -1.1988 -0.3533 0.3277  0.864
6 O 2.2764 1.4948 -2.5347  -0.648
7 O 1.0116 -0.6797 -2.8590  -0.488
8 F 3.4088 -0.8658 -0.1179  -0.255
9 S 1.7130 0.4089 -1.7619  0.702
10 H -3.0234 -1.4170 -0.2674  0.182
11 H 1.3282 -0.3414 -3.7147  0.318
12 H -1.5071 -2.4380 0.0855  0.309
13 H 0.7245 -1.4515 0.8685  0.280
14 H 0.0528 -0.4345 2.1639  0.371
15 H 0.7677 0.2846 0.6807  0.222
16 H -1.5721 1.8071 0.7919  0.268
17 H -1.3467 1.3776 -0.9398  0.242
18 H -2.9422 0.9864 -0.0875  0.335
19 H 4.1250 -0.3668 -1.8628  0.354
20 H 3.0388 -1.8435 -1.9894  0.188

## Properties
* charge: 0
* HOMO level: -9.348 eV
* E_LUMO: 0.6 eV
* spin multiplicity: 1

---

C5H11GdO4 as an isolated structure. Source: OMol25; level of theory: ωB97M-V with the def2-TZVPD basis set.

Each line ends with the Löwdin spin population.
Cartesian coordinates (Å):
1 C -2.8388 -1.0592 -0.9711  0.021
2 O -1.9785 -2.1443 -0.8250  0.041
3 C -2.0649 0.2353 -1.2163  0.011
4 O -1.0256 0.2724 -0.2282  0.040
5 C 0.0456 1.1850 -0.4367  0.009
6 C 1.1439 0.7927 0.5176  0.013
7 O 1.3372 -0.6264 0.4204  0.059
8 C 2.5424 -1.0839 1.0338  0.019
9 Gd -0.3924 -1.8570 0.0460  7.763
10 H -3.4706 -0.9192 -0.0710  0.004
11 H -3.5293 -1.1907 -1.8249  0.001
12 H -2.6974 1.1294 -1.1230  0.000
13 H -1.5920 0.2211 -2.2119  0.003
14 H -0.2761 2.2176 -0.2428  0.000
15 H 0.3906 1.1072 -1.4798  0.003
16 H 0.9098 1.0796 1.5908  0.004
17 H 2.5933 -2.1687 0.8966  0.010
18 H 3.4023 -0.6033 0.5500  0.001
19 H 2.5284 -0.8394 2.1048  0.002
20 H 2.0829 1.3146 0.2523  0.002
21 O 2.8892 2.9371 3.2184  -0.007

## Properties
* <S²>: 21.039
* charge: +1
* HOMO level (alpha / beta): -10.567 / -13.857 eV
* E_LUMO (alpha / beta): -5.7 / -5.8 eV
* spin multiplicity: 9

---

C5H11IN2S as an isolated structure. Source: OMol25; level of theory: ωB97M-V with the def2-TZVPD basis set.

Each line ends with the Mulliken charge.
Cartesian coordinates (Å):
1 C -0.7053 0.7760 0.3920  -0.079
2 C 0.5255 -0.0457 0.5504  0.425
3 C -0.7426 2.1452 0.9866  -1.047
4 C 0.5282 -1.5258 0.5745  -1.010
5 C 0.7525 -2.0708 -0.8668  -0.611
6 N -1.7471 -1.5507 -1.3261  -0.470
7 N 0.2316 0.5496 -0.6916  -0.376
8 S -0.4074 -1.2025 -2.0373  0.426
9 I 2.7964 3.4230 0.3247  -0.770
10 H -1.6572 0.3805 0.2184  0.415
11 H 1.3172 0.4759 1.0463  0.420
12 H -1.0073 2.0291 2.0795  0.287
13 H -1.6123 2.7733 0.5987  0.329
14 H 0.1720 2.7408 0.9251  -0.011
15 H -0.4265 -1.8817 0.8558  0.379
16 H 1.3250 -1.9501 1.3111  0.343
17 H 1.7499 -2.0461 -1.3455  0.428
18 H 0.6546 -3.1864 -0.9764  0.415
19 H -2.5499 -1.1156 -1.6269  0.274
20 H 0.8027 1.2819 -0.9924  0.232

## Properties
* charge: 0
* HOMO level (alpha / beta): -6.611 / -6.611 eV
* E_LUMO (alpha / beta): -2.5 / -2.5 eV
* spin multiplicity: 1

---

An isolated ion of composition C5H11IN3O and charge +1. Source: OMol25; level of theory: ωB97M-V with the def2-TZVPD basis set.

Each line ends with the Mulliken charge.
Cartesian coordinates (Å):
1 C -2.0829 1.1528 -1.2979  0.233
2 C -0.9107 0.4679 0.6144  -0.278
3 C 1.1706 -0.8492 1.1733  -1.448
4 C -0.0888 -1.3828 -0.9425  -1.386
5 C -0.1920 -0.8981 0.4941  0.112
6 N -2.1642 0.5639 -0.0666  -0.066
7 N -0.7444 1.6324 -1.3834  -0.312
8 N -0.1208 1.5596 -0.1189  0.103
9 O -2.9054 1.2683 -2.1396  -0.498
10 I -1.4983 -2.2778 1.6398  0.234
11 H -1.0037 0.7436 1.6732  0.488
12 H 1.5795 -1.8544 1.2466  0.441
13 H 1.1056 -0.4471 2.1826  0.423
14 H 1.8894 -0.2618 0.5986  0.410
15 H 0.3267 -2.3876 -0.9607  0.481
16 H -1.0604 -1.4193 -1.4302  0.423
17 H 0.5690 -0.7445 -1.5316  0.335
18 H -2.9662 0.0168 0.2059  0.246
19 H -0.5616 2.4351 -1.9721  0.300
20 H -0.1585 2.4479 0.4121  0.398
21 H 0.8696 1.2659 -0.1931  0.359

## Properties
* charge: +1
* HOMO level: -13.400 eV
* E_LUMO: -3.8 eV
* SMILES: CC(C)(I)[C@@H]1NC(=O)N[NH2+]1
* spin multiplicity: 1

---

A single C5H11ISi molecule. Source: OMol25; level of theory: ωB97M-V with the def2-TZVPD basis set.

Each line ends with the Mulliken charge.
Cartesian coordinates (Å):
1 C 1.5355 -2.2833 1.1373  -0.579
2 C 0.9632 -1.7238 0.0354  -0.265
3 C 0.6952 1.1473 -1.6910  -1.085
4 C 1.2388 0.9876 1.4845  -1.153
5 C -4.2297 0.4069 -0.6783  -0.758
6 Si 0.6498 0.0915 -0.0660  0.342
7 I -2.3163 -0.2037 0.1727  0.044
8 H 1.5802 -3.4102 1.2644  0.252
9 H 2.1672 -1.5791 1.8038  0.183
10 H 0.3870 -2.3676 -0.5888  0.427
11 H -0.2194 0.7199 -2.2120  0.288
12 H 0.4263 2.1566 -1.6329  0.380
13 H 1.5950 1.0733 -2.2332  0.370
14 H 1.0722 0.4980 2.4225  0.384
15 H 2.3153 1.1075 1.4649  0.385
16 H 0.7566 1.9738 1.5627  0.318
17 H -4.5050 1.4740 -0.6795  0.248
18 H -4.1117 -0.0687 -1.5666  0.219

## Properties
* charge: 0
* HOMO level (alpha / beta): -6.344 / -7.400 eV
* E_LUMO (alpha / beta): -0.6 / -0.6 eV
* spin multiplicity: 1

---

C5H11KN2O11S as an isolated structure. Source: OMol25; level of theory: ωB97M-V with the def2-TZVPD basis set.

Each line ends with the Löwdin spin population.
Cartesian coordinates (Å):
1 K 15.9755 4.2496 -14.1336  0.045
2 O 19.5525 7.4489 -13.2959  0.000
3 C 19.4151 6.1602 -13.6333  0.000
4 O 18.5197 5.4417 -13.2294  0.001
5 O 20.1993 5.7706 -14.5246  0.001
6 H 20.2580 7.7122 -13.8913  0.000
7 C 14.1614 7.2202 -17.4003  0.004
8 N 14.6634 7.2033 -15.9551  0.022
9 O 14.5531 6.1826 -15.3027  0.004
10 O 15.3546 8.1607 -15.5927  0.019
11 H 13.2696 6.5947 -17.4402  0.000
12 H 14.8653 6.6384 -17.9953  0.005
13 H 14.0954 8.2065 -17.8595  0.000
14 C 17.5727 2.5162 -18.1156  0.031
15 N 17.0188 3.4427 -17.1772  0.381
16 O 15.8169 3.7968 -17.2427  0.157
17 O 17.7607 3.8488 -16.3180  0.264
18 H 18.6482 2.4265 -17.9627  0.004
19 H 17.2164 2.8077 -19.1036  0.013
20 H 17.0825 1.6047 -17.7737  0.024
21 C 10.4088 5.5003 -14.5651  0.001
22 C 9.6367 4.2060 -14.4350  0.001
23 O 10.6751 3.3203 -14.1192  0.003
24 S 12.0098 3.5957 -15.1227  0.008
25 O 11.6503 3.1732 -16.4959  0.003
26 O 13.2836 3.2539 -14.5201  0.006
27 O 11.6827 5.2844 -14.9685  0.002
28 H 10.5732 5.9444 -13.5834  0.000
29 H 9.8964 6.2774 -15.1322  0.000
30 H 9.1415 3.7941 -15.3143  0.000
31 H 8.8920 4.2995 -13.6445  0.000

## Properties
* <S²>: 0.754
* charge: -1
* HOMO level (alpha / beta): -0.834 / -3.683 eV
* E_LUMO (alpha / beta): 1.8 / 1.8 eV
* spin multiplicity: 2

---

C5H11MoNP as an isolated structure. Source: OMol25; level of theory: ωB97M-V with the def2-TZVPD basis set.

Each line ends with the Löwdin spin population.
Cartesian coordinates (Å):
1 C 0.8344 0.6800 -1.1715  -0.062
2 C 0.0762 0.1683 -2.2655  0.010
3 C -0.3204 -1.1751 -2.3373  -0.011
4 C -0.2855 -2.0403 -1.2148  0.036
5 C 0.3590 -1.7791 0.0349  0.153
6 Mo -0.5070 -0.0515 -0.0302  1.717
7 P -0.0919 2.2790 1.2003  0.064
8 H 1.4270 1.5718 -1.3082  0.006
9 H -0.0628 0.7669 -3.1698  0.002
10 H -0.6017 -1.6304 -3.3031  0.000
11 H 0.4534 -2.5732 0.7619  0.017
12 H -0.7007 -3.0618 -1.3962  0.010
13 H -0.8718 3.0152 2.1339  0.015
14 H 0.2559 3.3843 0.3879  0.001
15 H 1.1121 2.3587 1.9337  0.001
16 N -0.2862 -0.4172 2.1638  0.026
17 H 0.6804 -0.6560 2.4226  0.006
18 H -0.8781 -1.2129 2.4047  0.005
19 H -0.5922 0.3732 2.7529  0.005

## Properties
* <S²>: 2.036
* charge: +1
* HOMO level (alpha / beta): -10.302 / -12.825 eV
* E_LUMO (alpha / beta): -3.7 / -4.0 eV
* spin multiplicity: 3

---

In the order shown, the computed electronic energy values come out to -8080.0374, -27719.6789, -29367.6514, -9558.3999, -21893.7444, -11607.6983, -23008.0145, -34374.6900, -27275.6574, -19974.7866, -21337.2271, -58020.1482, -17986.6883 eV.
In the order shown, the computed max |F| values come out to 0.0883, 0.1319, 0.0697, 0.0685, 0.0963, 0.0717, 0.0931, 0.1410, 0.0726, 0.0214, 0.0672, 0.1081, 0.0449 Eh/bohr.